Record 1
Computed, not measured: a structure of composition C21H38Cl6KLiMg2N2O16PS5 in a non-equilibrium geometry, with ωB97M-V/def2-TZVPD.

```
93
C21H38Cl6KLiMg2N2O16PS5 (ωB97M-V/def2-TZVPD)
C -1.527 -2.768 4.237
S -1.547 -3.893 2.804
O -0.160 -4.102 2.460
O -2.095 -5.139 3.265
C -2.456 -3.150 1.442
C -3.725 -3.568 0.994
S -4.586 -4.927 1.790
C -4.366 -2.924 -0.076
C -5.718 -3.438 -0.539
C -6.907 -3.032 0.343
O -8.019 -3.226 -0.070
O -6.740 -2.491 1.605
C -3.710 -1.835 -0.662
N -4.338 -1.155 -1.698
N -2.496 -1.445 -0.227
C -1.900 -0.289 -0.933
C -2.362 1.016 -0.229
C -1.336 2.158 -0.434
S -0.170 2.364 0.951
O 1.007 1.577 0.690
O 0.140 3.748 1.084
O -0.876 1.958 2.357
C -1.875 -2.054 0.792
C -0.520 -1.523 1.242
C 0.486 -2.241 0.299
C 1.874 -2.439 0.917
C 2.411 -3.854 0.718
S 2.027 -4.540 -0.931
O 1.978 -3.562 -1.971
O 3.115 -5.507 -1.256
Cl 0.258 -5.601 -0.902
H -1.805 -3.311 5.148
H -0.485 -2.445 4.387
H -2.118 -1.857 4.075
H -3.939 -6.029 1.325
H -5.922 -3.118 -1.569
H -5.710 -4.535 -0.567
H -6.815 -3.203 2.257
H -3.941 -1.369 -2.609
H -5.340 -1.261 -1.671
H -2.168 -0.295 -1.991
H -0.808 -0.325 -0.906
H -3.353 1.351 -0.567
H -2.470 0.816 0.851
H -1.864 3.119 -0.494
H -0.777 2.070 -1.373
H -1.028 0.998 2.336
H -0.402 -0.449 1.039
H -0.332 -1.691 2.304
H 0.608 -1.581 -0.572
H 0.050 -3.167 -0.081
H 2.621 -1.721 0.553
H 1.781 -2.283 2.008
H 2.066 -4.581 1.469
H 3.548 -3.831 0.842
C 4.090 -0.890 4.301
Cl 4.486 -0.704 2.596
Cl 2.587 -1.802 4.508
H 4.894 -1.424 4.795
H 3.969 0.093 4.744
Cl -1.336 -3.561 -1.886
O -0.873 3.110 -3.249
C -0.928 4.149 -3.932
C 0.290 5.278 -3.296
O 0.222 6.308 -3.972
H -1.867 4.731 -3.923
H -0.695 4.074 -5.008
H 1.241 4.707 -3.314
H 0.047 5.344 -2.212
Mg 4.883 -4.755 -0.401
O 0.074 7.141 -1.010
P 1.151 7.827 -0.171
O 1.773 8.985 -1.009
O 2.243 6.818 0.186
O 0.544 8.388 1.111
C 8.603 0.369 -2.484
S 6.876 -0.047 -2.706
O 6.238 -0.192 -1.350
C 7.145 -1.694 -3.365
H 8.664 1.361 -2.041
H 9.069 -0.358 -1.818
H 9.101 0.371 -3.453
H 7.700 -2.291 -2.642
H 7.696 -1.620 -4.303
H 6.176 -2.155 -3.548
Li 4.280 0.717 -2.299
C -3.120 6.049 0.957
Cl -3.598 4.787 2.132
Cl -3.249 5.459 -0.686
H -3.778 6.911 1.074
H -2.087 6.343 1.147
Mg 2.819 10.674 -1.574
K -2.977 6.665 3.850
```

Values from the calculation:
Charge: +1
Gap between HOMO and LUMO, eV: 3.0
Spin multiplicity: 1
HOMO, Eh: -0.260
LUMO energy, eV: -4.1

Mulliken population analysis, charges in e, atoms 1 to 6:
1. C -0.891
2. S 1.564
3. O -0.491
4. O -0.731
5. C 0.890
6. C -0.051

***

Record 2
Computed, not measured: a structure of composition C21H38CoN2O6S in a non-equilibrium geometry, with ωB97M-V/def2-TZVPD.

```
69
C21H38CoN2O6S (ωB97M-V/def2-TZVPD)
Co 0.230 -0.114 -0.141
C 0.293 1.224 2.562
N 0.342 -0.133 1.973
C 1.539 -0.791 2.544
C -0.860 -0.893 2.371
C -1.010 -2.070 1.444
N -1.110 -1.575 0.053
C -0.783 -2.667 -0.892
C -2.491 -1.138 -0.234
H 0.291 1.150 3.653
H -0.599 1.740 2.227
H 1.168 1.780 2.236
H 1.444 -0.821 3.633
H 2.428 -0.215 2.299
H 1.659 -1.799 2.161
H -1.721 -0.229 2.295
H -0.787 -1.218 3.413
H -1.890 -2.670 1.691
H -0.140 -2.723 1.506
H -1.459 -3.509 -0.726
H 0.245 -2.984 -0.735
H -0.897 -2.295 -1.905
H -3.173 -1.985 -0.124
H -2.528 -0.770 -1.257
H -2.790 -0.344 0.446
C 0.889 -0.364 -2.861
O -0.093 0.008 -1.925
H 1.679 0.392 -2.961
H 0.403 -0.476 -3.835
H 1.372 -1.316 -2.619
C -4.951 2.522 -1.662
C -4.258 2.640 -0.309
C -2.812 3.114 -0.417
S -1.770 1.861 -1.212
O -0.941 1.394 0.022
C -0.696 2.867 -2.265
C 0.493 3.503 -1.558
C 0.142 4.742 -0.742
H -6.006 2.281 -1.541
H -4.503 1.740 -2.279
H -4.889 3.462 -2.215
H -4.288 1.681 0.216
H -4.792 3.353 0.321
H -2.357 3.273 0.561
H -2.741 4.038 -0.990
H -1.367 3.613 -2.698
H -0.380 2.184 -3.052
H 1.224 3.751 -2.330
H 0.966 2.759 -0.918
H -0.411 5.472 -1.336
H 1.046 5.231 -0.379
H -0.460 4.490 0.133
O 1.759 -1.216 -0.254
C 2.502 -0.171 -0.180
O 1.855 0.929 -0.058
C 3.958 -0.235 -0.207
C 4.587 -1.464 -0.369
C 5.978 -1.560 -0.401
C 6.677 -0.385 -0.260
O 8.018 -0.218 -0.260
C 8.258 1.184 -0.069
O 6.983 1.828 0.013
C 6.048 0.845 -0.096
C 4.689 0.961 -0.067
H 3.981 -2.353 -0.479
H 6.486 -2.504 -0.529
H 8.809 1.572 -0.925
H 8.802 1.332 0.863
H 4.192 1.913 0.050
```

Values from the calculation:
Charge: +1
Gap between HOMO and LUMO, eV: 8.5
Spin multiplicity: 1
Energy above the lowest of the compared OMol25 structures with the same formula, charge and spin, eV: 0.000
HOMO, Eh: -0.394
LUMO energy, eV: -2.3

natural (NBO) population analysis, charges in e, atoms 1 to 6:
1. Co 1.314
2. C -0.419
3. N -0.431
4. C -0.423
5. C -0.241
6. C -0.241

***

Record 3
Computed, not measured: a structure of composition C21H38N4O3Si3V in a non-equilibrium geometry, with ωB97M-V/def2-TZVPD.

```
70
C21H38N4O3Si3V (ωB97M-V/def2-TZVPD)
V -0.111 0.541 -0.509
N 0.633 2.885 -0.628
C -0.575 3.670 -0.792
C -1.794 2.710 -0.743
O -2.915 3.066 -0.981
O -1.416 1.520 -0.441
H 0.990 2.942 0.323
H 1.367 3.155 -1.281
H -0.607 4.176 -1.761
H -0.710 4.424 -0.008
C 2.942 1.728 1.797
O 1.645 1.208 1.595
Si 1.121 -0.206 2.314
C 2.533 -1.485 2.233
C 0.756 0.052 4.175
C -0.398 -0.546 1.149
Si -0.463 -2.477 0.776
C -0.285 -3.435 2.429
C 0.942 -2.987 -0.427
C -2.088 -3.124 -0.002
Si -2.090 0.031 1.935
C -3.564 -0.037 0.719
C -1.894 1.806 2.629
C -2.621 -1.118 3.365
H 3.039 2.121 2.810
H 3.115 2.528 1.078
H 3.696 0.957 1.639
H 3.346 -1.170 2.883
H 2.936 -1.601 1.233
H 2.215 -2.461 2.576
H 1.542 -0.404 4.770
H -0.179 -0.399 4.480
H 0.712 1.099 4.458
H -0.001 -2.811 3.268
H 0.463 -4.215 2.329
H -1.217 -3.927 2.688
H 1.623 -3.691 0.038
H 1.527 -2.136 -0.760
H 0.534 -3.478 -1.305
H -2.921 -3.060 0.688
H -1.952 -4.177 -0.234
H -2.374 -2.626 -0.923
H -3.593 0.801 0.031
H -4.491 -0.005 1.284
H -3.575 -0.950 0.134
H -2.083 2.565 1.875
H -0.911 1.986 3.049
H -2.622 1.963 3.418
H -3.142 -1.986 2.982
H -3.313 -0.589 4.012
H -1.811 -1.473 3.985
C -0.873 -0.439 -2.187
C -0.269 0.130 -3.396
C -0.767 1.307 -3.971
C -0.215 1.812 -5.134
C 0.838 1.158 -5.754
C 1.361 0.010 -5.179
C 0.820 -0.500 -4.014
H -0.660 -1.507 -2.114
H -1.948 -0.244 -2.149
H -1.621 1.811 -3.533
H -0.623 2.708 -5.573
H 1.243 1.536 -6.679
H 2.189 -0.500 -5.643
H 1.211 -1.418 -3.591
N 1.528 0.203 -1.004
C 2.523 0.486 -1.593
N 3.561 0.893 -2.083
C 4.465 0.674 -2.980
N 5.276 0.517 -3.777
```

Values from the calculation:
Charge: +1
Gap between HOMO and LUMO, eV: 7.1
Spin multiplicity: 1
Energy above the lowest of the compared OMol25 structures with the same formula, charge and spin, eV: 1.622
HOMO, Eh: -0.436
LUMO energy, eV: -4.8

natural (NBO) population analysis, charges in e, atoms 1 to 6:
1. V 1.597
2. N -0.799
3. C -0.347
4. C 0.783
5. O -0.494
6. O -0.658

***

Record 4
Computed, not measured: a cluster of 7 separate species, C21H38O21 in total in a non-equilibrium geometry, with ωB97M-V/def2-TZVPD.

```
80
C21H38O21 (ωB97M-V/def2-TZVPD)
C 0.291 -4.570 -0.636
O 0.881 -5.521 0.240
C 1.986 -6.101 -0.184
O 2.543 -5.876 -1.216
O 2.375 -6.960 0.740
C 3.493 -7.744 0.387
H -0.006 -5.061 -1.563
H 1.018 -3.796 -0.894
H -0.550 -4.092 -0.149
H 3.649 -8.619 1.008
H 4.413 -7.153 0.367
H 3.407 -8.096 -0.647
C 3.573 2.243 2.385
O 4.882 2.677 2.725
C 5.189 2.732 4.015
O 4.481 2.392 4.918
O 6.420 3.222 4.091
C 6.927 3.526 5.382
H 3.564 2.019 1.322
H 2.867 3.064 2.531
H 3.228 1.406 2.990
H 7.445 4.474 5.269
H 7.617 2.754 5.725
H 6.170 3.597 6.162
C -3.300 -5.683 0.450
O -2.705 -4.444 0.724
C -3.374 -3.412 1.181
O -4.545 -3.393 1.450
O -2.526 -2.396 1.268
C -3.008 -1.135 1.706
H -3.935 -6.089 1.236
H -2.488 -6.395 0.302
H -3.867 -5.686 -0.483
H -2.226 -0.418 1.464
H -3.162 -1.147 2.784
H -3.912 -0.861 1.162
C -1.723 1.934 -1.251
O -1.064 0.714 -0.974
C 0.053 0.731 -0.252
O 0.688 1.716 0.027
O 0.295 -0.543 0.071
C 1.455 -0.761 0.873
H -2.518 1.798 -1.980
H -1.084 2.648 -1.776
H -2.094 2.418 -0.352
H 1.171 -0.952 1.908
H 2.205 0.024 0.897
H 1.938 -1.660 0.496
C -3.140 3.390 2.432
O -4.218 4.255 2.708
C -5.426 3.700 2.793
O -5.659 2.538 2.612
O -6.288 4.639 3.105
C -7.574 4.231 3.542
H -2.884 2.773 3.300
H -2.292 4.046 2.254
H -3.278 2.658 1.637
H -7.450 3.668 4.464
H -8.149 3.692 2.792
H -8.167 5.121 3.744
O -0.831 3.895 -4.072
C -1.120 3.052 -4.858
O -2.332 2.464 -4.801
C -2.356 1.284 -5.596
C -1.128 1.469 -6.489
O -0.350 2.468 -5.785
H -2.313 0.392 -4.973
H -3.267 1.324 -6.189
H -1.445 1.811 -7.471
H -0.483 0.600 -6.561
O 4.296 0.230 -1.006
C 3.861 0.468 -2.092
O 4.627 0.484 -3.209
C 3.929 1.154 -4.249
C 2.492 0.980 -3.807
O 2.626 0.904 -2.388
H 4.222 2.206 -4.309
H 4.162 0.707 -5.214
H 1.988 0.077 -4.166
H 1.815 1.800 -4.045
```

Values from the calculation:
Charge: 0
Gap between HOMO and LUMO, eV: 10.8
Spin multiplicity: 1
SMILES: COC(=O)OC.COC(=O)OC.COC(=O)OC.COC(=O)OC.COC(=O)OC.O=C1OCCO1.O=C1OCCO1
Energy above the lowest of the compared OMol25 structures with the same formula, charge and spin, eV: 0.000
HOMO, Eh: -0.389
LUMO energy, eV: 0.2

Mulliken population analysis, charges in e, atoms 1 to 6:
1. C -0.486
2. O -0.286
3. C 0.806
4. O -0.547
5. O -0.328
6. C -0.678

***

Record 5
Computed, not measured: a structure of composition C21H39EuNP2 in a non-equilibrium geometry, with ωB97M-V/def2-TZVPD.

```
64
C21H39EuNP2 (ωB97M-V/def2-TZVPD)
P -0.006 -1.466 -5.921
P 0.255 1.809 -5.815
C -0.250 -0.468 -7.457
C 0.451 0.897 -7.428
H -1.338 -0.367 -7.592
H 0.138 -1.107 -8.262
H 1.533 0.787 -7.591
H 0.053 1.560 -8.208
C -1.383 2.582 -6.116
H -1.644 3.223 -5.266
H -2.165 1.821 -6.235
H -1.319 3.190 -7.027
C 1.370 3.235 -6.031
H 1.022 3.863 -6.864
H 2.386 2.869 -6.230
H 1.372 3.816 -5.100
C -1.048 -2.914 -6.247
H -1.022 -3.581 -5.377
H -0.650 -3.426 -7.134
H -2.080 -2.584 -6.425
C 1.658 -2.142 -6.225
H 2.420 -1.352 -6.212
H 1.631 -2.624 -7.210
H 1.893 -2.887 -5.455
Eu 1.700 -0.013 0.702
C 0.032 1.981 -2.852
C -1.291 1.747 -2.909
C -1.879 0.619 -3.691
C -2.188 -0.629 -2.838
C -1.192 -1.721 -3.002
C 0.147 -1.567 -3.004
C 0.940 -0.357 -3.418
C 1.042 0.901 -2.505
C 0.593 -1.853 1.830
H 0.406 3.009 -2.798
H -2.006 2.423 -2.413
H -1.197 0.341 -4.513
H -2.797 0.951 -4.202
H -2.240 -0.339 -1.774
H -3.185 -1.012 -3.111
H -1.588 -2.741 -2.926
H 0.765 -2.408 -2.658
H 0.551 0.038 -4.393
H 1.963 -0.703 -3.673
H 0.939 0.601 -1.430
H 2.045 1.342 -2.648
H 0.782 -2.250 2.845
H 0.657 -2.665 1.080
H -0.411 -1.386 1.804
C -2.170 1.102 1.632
C -1.039 1.861 2.178
C -1.010 2.839 3.209
C 0.341 3.243 3.347
C 1.084 2.479 2.409
C 2.530 2.459 2.077
N 0.234 1.665 1.698
H -1.864 0.535 0.739
H -2.985 1.781 1.339
H -2.554 0.393 2.384
H -1.880 3.174 3.768
H 0.787 3.978 4.019
H 3.063 3.252 2.611
H 3.024 1.501 2.388
H 2.686 2.650 0.990
```

Values from the calculation:
Charge: 0
Gap between HOMO and LUMO (spin up / spin down), eV: 5.8 / 5.8
Spin multiplicity: 8
HOMO (spin up / spin down), Eh: -0.233 / -0.233
LUMO energy (spin up / spin down), eV: -0.5 / -0.5

Mulliken population analysis, charges in e, atoms 1 to 6:
1. P 1.778
2. P 1.597
3. C -1.362
4. C -1.234
5. H 0.397
6. H 0.597

***

Record 6
Computed, not measured: an isolated molecule of C21H39N3, with ωB97M-V/def2-TZVPD.

```
63
C21H39N3 (ωB97M-V/def2-TZVPD)
C -0.022 -1.568 -4.608
C 0.011 -2.429 -3.350
C 0.964 -1.888 -2.284
C 0.454 -0.631 -1.559
C -0.545 -1.002 -0.445
N 0.061 -1.840 0.578
C 0.579 -1.132 1.741
C -0.567 -0.701 2.677
N -1.334 -1.851 3.124
C -2.523 -1.484 3.863
C 1.623 -2.034 2.431
C 2.164 -1.426 3.724
C 2.781 -2.305 1.473
N 1.536 0.165 -0.997
C 2.121 1.143 -1.897
C 1.253 2.405 -1.927
C 1.183 3.053 -0.548
C 0.006 4.031 -0.419
C -1.298 3.288 -0.401
C -1.723 2.657 0.763
C -2.900 1.932 0.785
C -3.667 1.814 -0.362
C -3.255 2.439 -1.526
C -2.082 3.174 -1.542
H -0.364 -0.560 -4.384
H 0.971 -1.501 -5.049
H -0.696 -1.998 -5.345
H -0.995 -2.507 -2.935
H 0.331 -3.437 -3.626
H 1.923 -1.662 -2.759
H 1.134 -2.655 -1.525
H -0.088 0.006 -2.265
H -0.952 -0.067 -0.039
H -1.371 -1.549 -0.905
H -0.614 -2.517 0.919
H 1.081 -0.228 1.383
H -1.250 -0.065 2.106
H -0.179 -0.092 3.511
H -0.747 -2.444 3.703
H -2.319 -0.852 4.741
H -3.030 -2.389 4.195
H -3.193 -0.936 3.198
H 1.144 -2.993 2.657
H 1.404 -1.376 4.500
H 2.985 -2.032 4.102
H 2.537 -0.420 3.541
H 3.460 -3.044 1.893
H 3.340 -1.389 1.291
H 2.395 -2.678 0.530
H 2.243 -0.462 -0.634
H 3.113 1.404 -1.518
H 2.242 0.760 -2.924
H 1.657 3.107 -2.660
H 0.246 2.129 -2.242
H 2.117 3.579 -0.342
H 1.069 2.258 0.191
H 0.027 4.737 -1.252
H 0.116 4.595 0.510
H -1.125 2.740 1.659
H -3.225 1.458 1.701
H -4.583 1.242 -0.347
H -3.850 2.356 -2.424
H -1.774 3.671 -2.452
```

Values from the calculation:
Charge: 0
Gap between HOMO and LUMO, eV: 9.1
Spin multiplicity: 1
SMILES: CCC[C@@H](CN[C@@H](CNC)C(C)C)NCCCCc1ccccc1
Energy above the lowest of the compared OMol25 structures with the same formula, charge and spin, eV: 0.038
HOMO, Eh: -0.301
LUMO energy, eV: 0.9

natural (NBO) population analysis, charges in e, atoms 1 to 6:
1. C -0.606
2. C -0.395
3. C -0.418
4. C -0.058
5. C -0.213
6. N -0.665